Below is a molecular structure, C27H26N2O4S3Zr in a non-equilibrium geometry, with properties calculated with the ωB97M-V functional and the def2-TZVPD basis.

```
! RIJCOSX wB97M-V def2-TZVPD def2/J DEFGRID3
* xyz 2 1
H 2.07461 -1.28068 1.96178
H -3.06951 -0.40299 -1.87691
H 1.70007 1.07528 -1.55177
C -2.18043 1.22307 -0.77605
H 3.39609 -3.83724 0.23867
H -2.80760 0.86468 -4.06454
C -5.01274 -2.49556 1.71079
H -0.20297 4.57286 1.37580
H 4.03349 -4.62358 -3.27354
C 2.58843 -1.05310 -2.36331
C -0.19635 4.84322 -0.74760
N -1.14810 2.98660 0.45226
C -1.58560 2.50146 -0.73374
C -2.45050 1.27782 -3.10694
H -4.18771 -0.49691 1.49251
C -0.49878 4.15316 0.42294
H 1.84627 4.64241 4.51985
C 3.45290 -4.64043 -2.34934
O -0.86721 -1.50500 -0.46016
C -4.80567 -3.87318 1.51150
O -0.82220 -0.64733 2.03967
C 0.22067 2.80672 4.17575
Zr -0.30405 1.33921 1.69500
C 2.89017 -1.80966 -0.02790
H 3.52844 -2.13127 2.09899
C -1.76763 2.48541 -3.12602
H 2.48836 -0.47036 -4.37348
C -1.31464 3.14736 -1.97171
C 3.33750 -3.28213 -1.82231
C -0.65303 4.37317 -1.99807
C 2.30921 -0.00309 -3.41265
H 1.24337 0.29721 -3.45895
C -2.71713 0.61656 -1.89940
H -1.53653 2.96360 -4.10338
H 3.06640 -2.44143 -3.90881
H 3.56788 -0.37677 1.53148
S -1.54284 -0.92322 0.66445
C -4.02947 -1.56647 1.44883
H 2.47449 -5.04025 -2.64875
C 2.38889 -0.84181 -0.94503
H -5.58236 -4.61982 1.60659
O 1.20443 0.71930 0.47173
C -3.58256 -4.28794 1.08670
H -0.48386 4.88085 -2.96263
C -2.77962 -2.04428 1.08109
N -2.05601 0.62213 0.50986
H -1.67375 -3.62738 0.28432
C 3.26235 -3.06196 -0.46434
C -2.58417 -3.37584 0.79080
H -3.43395 -5.33195 0.86273
O 0.53299 3.32465 5.39689
C 3.11441 -2.26695 -2.81297
S -1.38981 2.52171 3.79360
H 2.94186 0.89541 -3.23542
H -5.99999 -2.20213 1.96432
C 3.04808 -1.37790 1.42719
H 2.37805 3.98122 6.07298
C 1.49879 4.33706 5.51660
C 1.77122 0.33923 -0.69187
H 3.92368 -5.30501 -1.61004
H 1.10391 5.21495 6.06487
S 1.50733 2.46192 3.17048
H 0.37242 5.77532 -0.66338
*
```

Results
energy above the lowest of the compared OMol25 structures with the same formula, charge and spin: 0.000 eV
HOMO: -14.209 eV